{
  "formula": "C6H14O3",
  "method": "ωB97M-V with the def2-TZVPD basis set",
  "smiles": "C/C=C/CCC=O.O.O",
  "largest_force_ev_per_a": 3.3,
  "energy_ha": -462.65467,
  "multiplicity": 1,
  "elements": ["O", "C", "C", "C", "C", "C", "C", "H", "H", "H", "H", "H", "H", "H", "H", "H", "H", "H", "H", "O", "H", "H", "O"],
  "xyz": [[0.00, 2.80, -1.81], [0.54, 2.83, -0.73], [-0.23, 2.18, 0.44], [0.68, 1.13, 1.15], [0.78, -0.26, 0.54], [0.49, -0.32, -0.75], [0.72, -1.58, -1.54], [1.51, 3.24, -0.45], [-0.27, 2.89, 1.28], [-1.14, 1.71, 0.08], [1.73, 1.51, 1.04], [0.52, 1.20, 2.24], [1.20, -1.05, 1.16], [0.01, 0.37, -1.41], [0.12, -2.44, -1.25], [1.80, -1.79, -1.43], [0.65, -1.51, -2.62], [-2.10, -1.68, -1.71], [-1.41, -2.89, -1.11], [-2.25, -2.58, -1.41], [-1.30, -1.98, 2.48], [-1.24, -0.47, 2.84], [-0.80, -1.31, 2.97]]
}